A cluster of 6 separate species, C5H22NO6 in total. Source: the OMol25 dataset; level of theory: wB97M-V/def2-TZVPD.

CARTESIAN COORDINATES (ANGSTROEM)
C  -0.037  -0.258  0.585
O  -1.246  0.376  0.728
C  0.330  -0.817  -0.833
C  -0.320  -2.236  -1.082
C  -1.825  -2.014  -1.229
C  0.127  -3.330  -0.115
N  1.810  -0.935  -0.884
H  0.844  0.316  0.975
H  -0.034  -1.193  1.206
H  0.017  -0.147  -1.648
H  0.100  -2.511  -2.061
H  -2.257  -1.408  -0.422
H  -1.988  -1.309  -2.068
H  -2.498  -2.863  -1.249
H  -0.036  -4.304  -0.612
H  -0.539  -3.283  0.762
H  1.155  -3.284  0.223
H  2.081  -1.599  -1.592
H  2.179  -1.062  0.050
H  2.168  0.811  -0.883
H  1.594  2.313  -0.587
O  2.383  1.772  -0.715
H  -1.035  2.614  -1.279
H  -1.814  1.489  -1.904
O  -1.325  2.284  -2.159
H  -3.439  -0.722  2.218
H  -2.179  0.116  2.130
O  -2.960  -0.071  2.723
H  0.138  2.649  1.065
H  -1.004  1.799  0.503
O  -0.592  2.791  0.451
H  2.829  0.919  2.607
H  2.884  1.482  1.251
O  3.478  1.319  2.014

* E_LUMO (alpha / beta): 5.793 / 5.709 eV
* Kohn-Sham gap (alpha / beta): 0.0856 / 0.3013 Ha
* HOMO energy (alpha / beta): 3.5 / -2.5 eV
* E_tot: -709.82695 hartree
* <S²>: 0.751
* multiplicity: 2
* net charge: -2

=====

A structure of composition C22H38N4SSi4V. Source: the OMol25 dataset; level of theory: wB97M-V/def2-TZVPD.

CARTESIAN COORDINATES (ANGSTROEM)
V  0.272  -0.083  -0.876
N  -1.350  -2.467  2.298
C  -0.590  -1.866  1.341
S  -1.322  -1.723  -0.274
N  0.582  -1.438  1.676
N  1.190  -0.768  0.619
C  2.521  -0.847  0.474
C  3.357  -1.771  1.274
C  4.425  -1.299  2.029
C  5.214  -2.178  2.759
C  4.937  -3.536  2.743
C  3.866  -4.013  1.996
C  3.078  -3.137  1.268
C  3.027  -0.143  -0.642
C  4.389  -0.152  -1.043
C  4.777  0.541  -2.142
C  3.812  1.257  -2.908
C  2.515  1.200  -2.532
N  2.080  0.517  -1.426
H  -2.151  -3.001  2.018
H  -0.907  -2.678  3.176
H  4.628  -0.234  2.054
H  6.041  -1.798  3.346
H  5.550  -4.222  3.313
H  3.643  -5.072  1.983
H  2.238  -3.504  0.693
H  5.101  -0.716  -0.457
H  5.816  0.542  -2.442
H  4.093  1.823  -3.785
H  1.748  1.714  -3.096
C  -2.407  1.154  2.741
Si  -1.267  2.365  1.893
C  -1.922  4.090  2.211
C  0.438  2.211  2.644
Si  -1.088  1.922  -0.388
Si  -0.152  3.792  -1.437
C  -1.090  5.389  -1.165
C  -0.126  3.512  -3.308
C  1.592  4.079  -0.794
Si  -3.150  1.584  -1.444
C  -3.913  3.193  -2.031
C  -2.850  0.521  -2.971
C  -4.423  0.739  -0.371
H  -2.383  1.336  3.820
H  -2.107  0.120  2.563
H  -3.437  1.267  2.401
H  -2.159  4.204  3.273
H  -2.832  4.287  1.638
H  -1.188  4.853  1.948
H  0.402  2.381  3.724
H  1.131  2.935  2.206
H  0.840  1.210  2.468
H  -2.129  5.309  -1.483
H  -0.616  6.186  -1.747
H  -1.082  5.689  -0.117
H  -1.018  3.957  -3.758
H  -0.125  2.457  -3.589
H  0.746  3.988  -3.766
H  1.548  4.685  0.115
H  2.206  4.617  -1.522
H  2.100  3.147  -0.542
H  -3.287  3.683  -2.781
H  -4.053  3.892  -1.202
H  -4.892  3.004  -2.481
H  -2.323  1.091  -3.740
H  -3.792  0.169  -3.401
H  -2.256  -0.368  -2.737
H  -4.677  1.351  0.497
H  -4.070  -0.229  -0.013
H  -5.336  0.586  -0.954

* E_LUMO (alpha / beta): -0.628 / -0.818 eV
* Kohn-Sham gap (alpha / beta): 0.2252 / 0.2190 Ha
* HOMO energy (alpha / beta): -6.8 / -6.8 eV
* E_tot: -3580.35320 hartree
* <S²>: 1.137
* multiplicity: 2

=====

An isolated molecule of CH2F4N3P3. Source: the OMol25 dataset; level of theory: wB97M-V/def2-TZVPD.

CARTESIAN COORDINATES (ANGSTROEM)
C  -3.838  -0.381  -0.491
N  -0.201  2.057  0.018
N  -0.403  -0.372  0.603
N  -2.701  -0.039  -0.157
F  -2.415  2.369  1.250
F  -4.333  0.140  -1.657
F  -4.613  -1.259  0.122
F  -2.023  -2.212  1.084
P  -1.591  2.746  -0.133
P  0.565  1.011  1.036
P  -1.913  -0.593  1.321
H  -0.516  -0.317  -0.396
H  1.535  0.773  0.136

* E_LUMO (alpha / beta): 0.634 / -3.531 eV
* Kohn-Sham gap (alpha / beta): 0.2607 / 0.2508 Ha
* HOMO energy (alpha / beta): -6.5 / -10.4 eV
* E_tot: -1627.06811 hartree
* <S²>: 2.010
* multiplicity: 3
* energy relative to the best compared isomer or geometry (same formula, charge and spin): 4.09 kJ/mol

=====

A cluster of 2 separate species, ClH3NOP in total. Source: the OMol25 dataset; level of theory: wB97M-V/def2-TZVPD.

CARTESIAN COORDINATES (ANGSTROEM)
N  0.301  -0.061  1.539
O  -1.119  0.331  -0.495
P  -1.243  0.207  0.946
Cl  0.290  0.084  -3.370
H  0.490  -0.488  2.457
H  1.097  0.284  1.036
H  0.184  -0.357  -2.113

* SMILES: NP=O.Cl
* E_LUMO: -0.066 eV
* Kohn-Sham gap: 0.3824 Ha
* HOMO energy: -10.5 eV
* E_tot: -933.37382 hartree
* energy relative to the best compared isomer or geometry (same formula, charge and spin): 53.81 kJ/mol

=====

An isolated molecule of CH4ClNO3S. Source: the OMol25 dataset; level of theory: wB97M-V/def2-TZVPD.

CARTESIAN COORDINATES (ANGSTROEM)
C  0.289  -0.405  -0.332
N  -0.615  0.513  0.366
O  1.420  0.196  -1.020
O  3.555  1.292  -0.605
O  2.066  0.957  1.298
S  2.543  0.527  0.009
Cl  3.395  -1.306  0.104
H  -1.272  1.127  -0.016
H  0.511  -0.959  0.581
H  -0.187  -1.085  -1.012
H  0.061  0.958  1.021

* E_LUMO (alpha / beta): 0.744 / -5.338 eV
* Kohn-Sham gap (alpha / beta): 0.2504 / 0.1800 Ha
* HOMO energy (alpha / beta): -6.1 / -10.2 eV
* E_tot: -1179.10224 hartree
* <S²>: 2.009
* multiplicity: 3

=====

An isolated molecule of C23H27N3O5S. Source: the OMol25 dataset; level of theory: wB97M-V/def2-TZVPD.

CARTESIAN COORDINATES (ANGSTROEM)
C  -3.502  3.152  1.884
H  -3.441  3.989  1.181
H  -2.497  2.828  2.168
H  -4.046  3.470  2.772
O  -4.259  2.088  1.343
C  -3.790  1.441  0.252
C  -2.636  1.788  -0.445
C  -2.241  1.052  -1.553
C  -3.002  -0.027  -1.978
C  -4.155  -0.371  -1.291
C  -4.547  0.351  -0.184
H  -5.438  0.094  0.367
H  -4.750  -1.209  -1.622
H  -2.696  -0.589  -2.848
C  -0.965  1.374  -2.290
N  -0.063  0.225  -2.271
C  0.170  -0.426  -3.440
O  -0.295  -0.077  -4.506
C  1.114  -1.621  -3.307
N  0.830  -2.369  -2.102
C  0.577  -1.708  -0.946
C  0.629  -2.327  0.307
C  0.466  -1.587  1.462
C  0.282  -0.222  1.367
C  0.184  0.410  0.140
C  0.271  -0.328  -1.026
H  -0.005  1.467  0.139
S  0.169  0.787  2.828
O  -0.482  2.023  2.489
O  -0.342  0.015  3.919
N  1.749  1.181  3.215
C  2.569  0.079  3.663
H  1.995  -0.474  4.406
C  3.852  0.654  4.268
H  4.544  -0.144  4.541
O  4.530  1.463  3.334
C  3.720  2.532  2.905
H  4.316  3.099  2.188
C  2.432  2.019  2.257
H  1.763  2.842  2.008
H  2.682  1.453  1.345
H  3.460  3.173  3.760
H  3.595  1.245  5.159
H  2.829  -0.586  2.823
H  0.477  -2.052  2.434
H  0.801  -3.390  0.362
C  0.579  -3.764  -2.375
C  0.112  -3.747  -3.831
H  -0.946  -3.483  -3.874
C  0.955  -2.631  -4.448
H  1.928  -3.012  -4.756
H  0.471  -2.162  -5.303
H  0.256  -4.703  -4.327
H  1.503  -4.348  -2.272
H  -0.172  -4.164  -1.691
H  2.140  -1.218  -3.267
H  -0.464  2.247  -1.865
H  -1.174  1.568  -3.346
H  -2.042  2.628  -0.122

* SMILES: COc1cccc(CN2C(=O)[C@@H]3CCCN3c3ccc(S(=O)(=O)N4CCOCC4)cc32)c1
* E_LUMO: 0.544 eV
* Kohn-Sham gap: 0.3144 Ha
* HOMO energy: -8.0 eV
* E_tot: -1831.30234 hartree
* energy relative to the best compared isomer or geometry (same formula, charge and spin): 288.72 kJ/mol

=====

A cluster of 5 separate species, C27H50INO10P in total. Source: the OMol25 dataset; level of theory: wB97M-V/def2-TZVPD.

CARTESIAN COORDINATES (ANGSTROEM)
C  4.556  3.971  1.908
C  4.670  2.615  1.080
C  3.339  2.155  0.403
O  3.083  2.617  -0.675
O  2.474  1.201  0.968
C  2.174  1.553  2.332
C  0.685  1.240  2.778
N  -0.126  0.508  1.792
C  -0.830  -0.642  2.346
C  0.074  -1.936  2.039
O  0.809  -2.047  1.134
I  -0.033  -3.623  3.461
C  -0.988  1.385  0.980
P  -1.503  0.373  -0.563
O  -0.322  -0.346  -1.188
C  -0.219  2.653  0.370
O  0.101  2.615  -0.830
O  0.108  3.683  1.093
C  -2.252  1.957  1.713
C  -2.452  2.084  3.152
C  -3.676  2.685  3.716
C  -4.767  3.197  2.877
C  -4.570  3.062  1.419
C  -3.356  2.462  0.852
H  5.395  4.681  1.714
H  3.543  4.435  1.729
H  4.541  3.677  3.001
H  5.170  1.799  1.675
H  5.386  2.832  0.238
H  2.911  1.082  3.038
H  2.296  2.672  2.421
H  0.776  0.641  3.736
H  0.214  2.214  3.104
H  -1.877  -0.777  1.972
H  -0.908  -0.630  3.478
H  -2.391  -0.676  -0.133
H  -2.140  1.196  -1.537
H  -1.656  1.748  3.854
H  -3.812  2.811  4.819
H  -5.681  3.682  3.286
H  -5.347  3.435  0.704
H  -3.295  2.427  -0.257
C  -5.491  -0.390  -4.312
C  -4.745  -0.644  -3.011
C  -5.594  -1.444  -2.033
O  -4.386  0.601  -2.418
H  -6.402  0.189  -4.132
H  -4.874  0.194  -4.999
H  -5.765  -1.328  -4.800
H  -3.818  -1.182  -3.218
H  -6.509  -0.900  -1.777
H  -5.050  -1.609  -1.100
H  -5.871  -2.414  -2.453
H  -5.197  1.088  -2.229
C  5.405  -1.507  0.266
C  6.253  -0.599  -0.612
C  7.386  -1.368  -1.273
O  6.794  0.459  0.179
H  6.008  -1.943  1.070
H  4.603  -0.939  0.742
H  4.961  -2.317  -0.316
H  5.624  -0.140  -1.378
H  8.056  -1.799  -0.521
H  7.992  -0.702  -1.891
H  7.002  -2.174  -1.901
H  7.352  0.069  0.863
C  3.300  -2.304  -5.149
C  4.021  -1.302  -4.261
C  3.426  0.090  -4.399
O  5.406  -1.265  -4.614
H  3.387  -2.023  -6.203
H  3.745  -3.297  -5.047
H  2.241  -2.367  -4.891
H  3.961  -1.624  -3.219
H  3.518  0.452  -5.429
H  3.961  0.801  -3.765
H  2.371  0.099  -4.119
H  5.471  -0.981  -5.534
C  -5.625  -3.721  1.503
C  -4.463  -2.866  1.984
C  -4.296  -2.957  3.493
O  -4.685  -1.507  1.610
H  -6.566  -3.384  1.949
H  -5.740  -3.638  0.420
H  -5.475  -4.772  1.760
H  -3.541  -3.189  1.493
H  -5.191  -2.595  4.009
H  -3.465  -2.330  3.824
H  -4.104  -3.985  3.808
H  -5.496  -1.208  2.038

* E_LUMO: 2.113 eV
* Kohn-Sham gap: 0.2481 Ha
* HOMO energy: -4.6 eV
* E_tot: -2504.94797 hartree
* net charge: -1

=====

A cluster of 12 separate species, C6H35NO12 in total. Source: the OMol25 dataset; level of theory: wB97M-V/def2-TZVPD.

CARTESIAN COORDINATES (ANGSTROEM)
C  0.829  -1.688  -1.521
C  0.395  -0.164  -1.492
C  -0.197  0.400  -2.762
C  0.329  1.795  -3.326
C  1.151  2.700  -2.657
N  -0.441  0.193  -0.278
C  -0.486  1.490  0.230
O  0.893  1.761  0.665
H  1.919  -2.039  -1.649
H  0.353  -2.130  -0.632
H  0.536  -2.258  -2.465
H  1.293  0.407  -1.527
H  -0.294  -0.171  -3.589
H  -1.205  0.615  -2.654
H  -0.021  2.201  -4.266
H  1.555  2.567  -1.664
H  1.435  3.676  -3.138
H  -0.720  -0.553  0.433
H  -0.668  2.282  -0.520
H  -1.088  1.734  1.233
H  1.270  1.091  1.208
H  -1.257  -3.678  0.521
H  -1.240  -3.843  1.971
O  -0.579  -3.889  1.171
H  -2.899  0.147  -1.209
H  -3.348  1.514  -1.717
O  -3.091  0.708  -2.013
H  -1.762  -2.215  -1.377
H  -3.104  -2.845  -2.112
O  -2.273  -2.959  -1.902
H  -3.771  -0.544  0.642
H  -4.487  0.603  1.167
O  -4.516  -0.417  1.262
H  3.562  -2.670  1.084
H  2.387  -1.713  0.377
O  3.048  -2.364  0.318
H  3.899  0.507  1.124
H  3.789  1.622  0.264
O  4.118  1.469  1.136
H  2.821  1.463  2.887
H  1.580  0.284  3.144
O  2.215  0.751  2.728
H  -1.675  1.671  4.332
H  -0.834  0.467  3.938
O  -1.711  0.845  3.909
H  2.792  0.736  -3.220
H  2.898  -0.766  -2.592
O  2.717  -0.271  -3.426
H  -2.921  2.942  1.720
H  -2.941  1.575  1.038
O  -3.402  2.439  1.119
H  1.179  -2.391  3.942
H  2.223  -1.435  3.555
O  1.294  -1.500  3.891

* SMILES: C=CC[C@H](C)NCO.O.O.O.O.O.O.O.O.O.O.O
* E_LUMO: -0.267 eV
* Kohn-Sham gap: 0.3250 Ha
* HOMO energy: -9.1 eV
* E_tot: -1206.99628 hartree
* energy relative to the best compared isomer or geometry (same formula, charge and spin): 922.65 kJ/mol

=====

A cluster of 4 separate species, C2H10NO5 in total. Source: the OMol25 dataset; level of theory: wB97M-V/def2-TZVPD.

CARTESIAN COORDINATES (ANGSTROEM)
O  -2.500  0.275  1.502
C  -1.717  -0.122  0.650
N  -0.822  0.702  0.063
C  0.292  0.169  -0.736
O  1.162  -0.570  0.055
H  -1.730  -1.184  0.369
H  -0.751  1.599  0.517
H  0.936  1.011  -1.038
H  -0.097  -0.510  -1.513
H  2.557  0.627  1.993
H  2.414  0.187  0.640
O  3.122  0.670  1.205
H  -1.917  1.355  -2.714
H  -2.110  1.881  -1.342
O  -2.406  2.061  -2.255
H  0.971  -1.960  0.671
H  1.748  -3.282  0.948
O  0.847  -2.909  0.986

* E_LUMO: 3.655 eV
* Kohn-Sham gap: 0.3150 Ha
* HOMO energy: -4.9 eV
* E_tot: -513.21693 hartree
* energy relative to the best compared isomer or geometry (same formula, charge and spin): 146.17 kJ/mol
* net charge: -1

=====

A structure of composition C36H62BCl3F4O5PSSiSn. Source: the OMol25 dataset; level of theory: wB97M-V/def2-TZVPD.

CARTESIAN COORDINATES (ANGSTROEM)
Sn  -1.214  0.735  1.044
Cl  -1.188  8.350  -0.412
C  -1.429  6.666  -0.377
C  -1.411  6.005  0.865
C  -1.597  4.660  0.903
Cl  -1.537  3.802  2.382
C  -1.831  3.883  -0.310
O  -2.046  2.661  -0.291
C  -1.812  4.632  -1.563
Cl  -2.045  3.750  -3.003
C  -1.626  5.982  -1.586
H  -1.242  6.568  1.773
H  -1.627  6.520  -2.524
F  -1.717  -1.240  2.707
B  -2.269  -0.213  3.560
F  -1.195  0.732  3.724
F  -2.755  -0.690  4.723
F  -3.243  0.451  2.749
O  0.864  0.955  0.459
P  2.386  1.136  0.612
C  2.911  -0.183  1.762
C  4.376  -0.207  2.246
C  4.617  0.604  3.525
C  3.652  0.201  4.635
C  2.213  0.412  4.180
C  1.928  -0.419  2.932
C  2.626  2.829  1.260
C  1.677  3.831  0.572
C  2.289  4.518  -0.646
C  3.553  5.263  -0.234
C  4.584  4.275  0.300
C  4.044  3.419  1.451
C  3.027  0.815  -1.061
C  4.511  1.113  -1.362
C  4.984  0.302  -2.569
C  4.969  -1.206  -2.281
C  3.827  -1.586  -1.323
C  2.645  -0.630  -1.487
H  2.763  -1.027  1.080
H  5.055  0.121  1.456
H  4.626  -1.250  2.460
H  4.489  1.670  3.334
H  5.649  0.454  3.844
H  3.857  0.781  5.536
H  3.800  -0.855  4.885
H  2.041  1.476  3.986
H  1.513  0.116  4.962
H  0.903  -0.265  2.606
H  2.009  -1.476  3.204
H  2.208  2.647  2.258
H  1.415  4.602  1.304
H  0.756  3.319  0.294
H  1.559  5.204  -1.082
H  2.537  3.774  -1.413
H  3.299  5.990  0.546
H  3.970  5.818  -1.075
H  5.463  4.810  0.661
H  4.919  3.641  -0.518
H  3.997  4.053  2.341
H  4.765  2.630  1.663
H  2.400  1.507  -1.637
H  5.150  0.888  -0.504
H  4.631  2.169  -1.584
H  5.989  0.620  -2.847
H  4.333  0.530  -3.418
H  5.922  -1.509  -1.845
H  4.863  -1.751  -3.220
H  4.192  -1.556  -0.293
H  3.502  -2.609  -1.510
H  1.768  -0.974  -0.937
H  2.356  -0.613  -2.540
C  -0.901  -4.435  -3.658
C  -2.157  -3.593  -3.535
C  -1.873  -2.140  -3.901
C  -3.282  -4.136  -4.400
O  -2.593  -3.709  -2.161
Si  -3.084  -2.703  -1.010
S  -1.293  -1.445  -0.607
O  -3.410  -3.401  0.383
C  -2.916  -4.534  1.153
C  -1.405  -4.426  1.284
C  -3.589  -4.429  2.507
C  -3.316  -5.808  0.426
O  -4.223  -1.709  -1.539
C  -5.310  -0.922  -0.991
C  -4.717  0.289  -0.291
C  -6.125  -1.768  -0.023
C  -6.150  -0.510  -2.186
H  -0.537  -4.425  -4.687
H  -1.110  -5.467  -3.373
H  -0.118  -4.045  -3.004
H  -1.472  -2.080  -4.913
H  -1.132  -1.708  -3.219
H  -2.783  -1.540  -3.841
H  -3.015  -4.067  -5.456
H  -4.193  -3.560  -4.231
H  -3.479  -5.181  -4.156
H  -1.136  -3.459  1.713
H  -0.924  -4.531  0.307
H  -1.031  -5.212  1.942
H  -3.318  -3.491  2.994
H  -3.279  -5.259  3.144
H  -4.674  -4.465  2.393
H  -2.897  -5.821  -0.581
H  -4.403  -5.874  0.351
H  -2.952  -6.679  0.973
H  -4.129  -0.019  0.576
H  -5.513  0.945  0.069
H  -4.083  0.854  -0.979
H  -5.539  -2.024  0.860
H  -6.441  -2.693  -0.509
H  -7.013  -1.218  0.292
H  -5.561  0.098  -2.876
H  -7.016  0.067  -1.860
H  -6.503  -1.395  -2.718

* E_LUMO (alpha / beta): -5.328 / -5.592 eV
* Kohn-Sham gap (alpha / beta): 0.2196 / 0.2177 Ha
* HOMO energy (alpha / beta): -11.3 / -11.5 eV
* E_tot: -4833.64090 hartree
* energy relative to the best compared isomer or geometry (same formula, charge and spin): 122.55 kJ/mol
* net charge: +1